Molecular formula: C54H130F9N7O20
Method: DFT, ωB97M-V/def2-TZVPD

The value obtained for the orbital gap (spin up / spin down) is 1.907 / 6.284 eV. The calculation puts the HOMO energy (spin up / spin down) at -7.568 / -11.945 eV. The expectation value of S² is 0.7506.

Geometry as ORCA input:
```
! wB97M-V def2-TZVPD RIJCOSX def2/J DEFGRID3
* xyz 3 2
C -0.89 -5.22 1.38
O -1.89 -6.19 1.66
O -0.67 -5.31 -0.08
C -1.28 -3.84 2.01
F -0.18 -3.06 1.99
F -2.33 -3.23 1.38
F -1.55 -3.97 3.32
C -1.79 -7.04 2.73
C -2.74 -8.24 2.72
H -2.67 -8.77 1.77
H -2.39 -9.02 3.40
H -3.82 -8.23 2.91
H -2.12 -6.42 3.56
H -0.75 -7.34 2.88
H 0.06 -5.53 1.82
C -1.37 1.69 -5.48
O -2.39 2.51 -6.16
O -1.30 2.16 -4.14
C -1.51 0.09 -5.55
F -2.61 -0.49 -5.03
F -1.27 -0.32 -6.84
F -0.55 -0.45 -4.79
C -2.45 2.23 -7.57
C -3.16 3.37 -8.23
H -2.93 3.31 -9.29
H -4.23 3.32 -8.03
H -2.92 4.32 -7.74
H -3.04 1.32 -7.68
H -1.52 2.13 -8.14
H -0.40 1.83 -5.95
C 3.14 2.44 -1.42
O 3.44 2.31 -2.81
O 1.75 2.76 -1.17
C 3.95 1.41 -0.51
F 3.40 0.15 -0.58
F 5.28 1.26 -0.92
F 3.98 1.71 0.85
C 2.96 1.18 -3.44
C 2.61 1.62 -4.84
H 1.75 2.22 -4.56
H 3.37 2.35 -5.09
H 2.37 0.84 -5.56
H 2.10 0.68 -2.99
H 3.75 0.42 -3.46
H 3.61 3.41 -1.26
C -6.49 6.86 -3.02
O -5.72 5.93 -3.79
C -4.35 6.21 -4.11
C -3.51 4.93 -4.43
N -3.20 4.12 -3.16
H -2.55 3.42 -3.46
H -2.82 4.86 -2.59
C -4.33 3.52 -2.25
C -5.18 2.46 -2.82
O -5.36 2.52 -4.17
C -6.06 1.50 -4.82
H -6.34 7.81 -3.53
H -6.00 6.97 -2.05
H -7.53 6.55 -3.05
H -3.90 6.70 -3.24
H -4.18 6.95 -4.90
H -2.47 5.17 -4.64
H -3.88 4.30 -5.25
H -4.92 4.36 -1.89
H -3.76 3.12 -1.41
H -6.13 2.38 -2.29
H -4.88 1.45 -2.52
H -5.61 0.55 -4.51
H -6.10 1.57 -5.90
H -7.09 1.65 -4.49
C -7.23 -5.48 -1.21
O -5.83 -5.56 -1.00
C -5.39 -6.94 -0.87
C -4.01 -6.96 -0.31
N -3.04 -6.38 -1.30
H -3.39 -5.44 -1.42
H -2.13 -6.19 -0.90
C -2.80 -6.99 -2.71
C -2.17 -5.94 -3.59
O -2.93 -4.71 -3.61
C -2.39 -3.64 -4.41
H -7.61 -6.12 -2.01
H -7.38 -4.42 -1.41
H -7.77 -5.85 -0.34
H -5.53 -7.43 -1.83
H -6.01 -7.57 -0.24
H -3.71 -7.98 -0.07
H -3.89 -6.41 0.62
H -3.80 -7.22 -3.08
H -2.22 -7.89 -2.50
H -2.21 -6.32 -4.61
H -1.21 -5.60 -3.20
H -1.42 -3.31 -4.03
H -3.07 -2.79 -4.45
H -2.28 -4.11 -5.38
C 8.38 0.39 0.79
O 7.85 -0.77 1.37
C 8.81 -1.63 1.88
C 8.08 -2.97 2.22
N 7.09 -3.41 1.04
H 6.55 -2.57 0.87
H 7.61 -3.72 0.23
C 6.04 -4.48 1.39
C 5.00 -3.71 2.21
O 4.60 -2.45 1.68
C 3.27 -2.01 2.03
H 8.82 0.14 -0.18
H 9.06 0.93 1.45
H 7.55 1.05 0.55
H 9.37 -1.36 2.77
H 9.59 -1.88 1.16
H 7.55 -2.86 3.17
H 8.77 -3.81 2.26
H 6.64 -5.21 1.94
H 5.77 -4.95 0.44
H 5.38 -3.58 3.22
H 4.17 -4.41 2.36
H 3.24 -1.55 3.01
H 2.53 -2.79 1.83
H 2.93 -1.30 1.28
C -1.12 8.16 5.05
O -0.69 6.88 5.42
C -1.55 5.76 5.07
C -0.75 4.48 5.32
N 0.22 4.61 6.53
H 0.75 5.46 6.39
H -0.24 4.83 7.41
C 1.36 3.61 6.86
C 0.65 2.40 7.35
O 0.08 1.79 6.16
C -0.50 0.51 6.51
H -0.75 8.21 4.03
H -0.72 8.79 5.85
H -2.20 8.30 5.01
H -1.93 5.73 4.05
H -2.45 5.81 5.69
H -0.14 4.26 4.45
H -1.35 3.57 5.43
H 1.83 4.12 7.70
H 1.84 3.46 5.90
H -0.10 2.67 8.10
H 1.47 1.83 7.79
H -0.96 0.13 5.59
H -1.27 0.44 7.27
H 0.24 -0.23 6.82
C 0.32 -9.93 -2.07
O 0.36 -8.54 -2.24
C 1.41 -8.15 -3.21
C 1.76 -6.56 -3.03
N 1.83 -6.02 -1.59
H 0.86 -5.98 -1.31
H 2.32 -6.79 -1.15
C 2.69 -4.78 -1.32
C 1.95 -3.42 -1.49
O 1.39 -3.19 -2.79
C 2.33 -2.67 -3.75
H 1.29 -10.38 -1.84
H -0.09 -10.63 -2.80
H -0.19 -10.05 -1.12
H 1.09 -8.51 -4.19
H 2.33 -8.68 -2.95
H 1.10 -5.85 -3.54
H 2.75 -6.47 -3.47
H 3.56 -4.81 -1.98
H 2.93 -5.05 -0.29
H 2.67 -2.64 -1.21
H 1.16 -3.32 -0.74
H 2.68 -1.66 -3.54
H 1.91 -2.59 -4.76
H 3.22 -3.29 -3.80
C 2.00 3.86 2.29
O 2.06 5.08 2.99
C 2.10 6.27 2.23
C 2.39 7.50 3.19
N 3.44 7.33 4.29
H 3.43 6.44 4.77
H 4.24 7.34 3.68
C 3.60 8.36 5.33
C 2.27 8.77 6.08
O 2.66 9.37 7.36
C 1.50 9.48 8.22
H 1.22 3.81 1.54
H 2.11 3.03 2.98
H 2.87 3.66 1.66
H 1.19 6.58 1.70
H 2.95 6.28 1.55
H 1.39 7.72 3.55
H 2.72 8.45 2.76
H 4.23 9.13 4.88
H 4.38 7.98 5.99
H 1.58 7.93 6.21
H 1.70 9.52 5.54
H 0.86 10.26 7.81
H 1.96 9.65 9.20
H 1.05 8.52 8.46
C -3.90 -1.12 -0.97
O -2.63 -0.61 -0.63
C -1.56 -1.33 -1.34
C -0.23 -0.57 -1.24
N -0.47 0.95 -1.23
H 0.45 1.36 -1.27
H -0.99 1.19 -2.06
C -1.14 1.72 -0.09
C -0.87 1.21 1.27
O 0.47 1.14 1.59
C 0.74 0.39 2.81
H -4.40 -0.61 -1.80
H -4.56 -0.95 -0.13
H -3.84 -2.17 -1.27
H -1.99 -1.67 -2.29
H -1.44 -2.26 -0.78
H 0.37 -0.75 -2.14
H 0.30 -0.93 -0.36
H -2.22 1.58 -0.16
H -0.75 2.72 -0.26
H -1.32 0.22 1.24
H -1.46 1.91 1.87
H 0.46 -0.66 2.82
H 0.26 0.86 3.68
H 1.82 0.38 2.98
*
```

These are the Löwdin partial charges, in e, on atoms 1 to 99: -0.333 -0.135 -0.281 -0.519 0.104 0.131 0.143 -0.267 -0.059 0.055 0.079 0.082 0.115 0.124 0.135 -0.361 -0.111 -0.259 -0.520 0.118 0.100 0.100 -0.283 -0.075 0.085 0.071 0.075 0.115 0.122 0.131 -0.388 -0.082 -0.242 -0.405 0.064 0.078 0.076 -0.349 -0.048 0.077 0.088 0.079 0.092 0.102 0.135 -0.068 -0.216 -0.170 -0.055 0.100 0.082 0.150 -0.043 -0.254 -0.175 -0.066 0.088 0.081 0.100 0.112 0.129 0.137 0.111 0.122 0.115 0.137 0.101 0.089 0.099 0.096 -0.092 -0.182 -0.200 -0.093 0.085 0.140 0.086 -0.033 -0.178 -0.212 -0.062 0.091 0.096 0.091 0.121 0.135 0.125 0.130 0.125 0.125 0.137 0.110 0.075 0.083 0.095 -0.070 -0.185 -0.216 -0.018

---

Molecular formula: C54H133N11O4
Method: DFT, ωB97M-V/def2-TZVPD

The value obtained for the orbital gap is 8.174 eV. The calculation puts the HOMO energy at -7.855 eV. The relative energy (zero: lowest compared OMol25 entry of this formula, charge and spin) comes out at 95.2 kJ/mol. As for the SMILES: CCN(CC)CC.CCN(CC)CC.CCN(CC)CC.CCN(CC)CC.CCN(CC)CC.CCN(CC)CC.CCN(CC)CC.CN(C)C=O.CN(C)C=O.CN(C)C=O.CN(C)C=O.

Geometry as ORCA input:
```
! wB97M-V def2-TZVPD RIJCOSX def2/J DEFGRID3
* xyz 0 1
C 0.78 -6.51 -2.78
C 0.91 -4.99 -2.65
N 1.12 -4.53 -1.28
C -0.06 -4.81 -0.46
C -1.42 -4.33 -0.98
C 2.44 -4.88 -0.74
C 2.64 -4.35 0.70
H 1.50 -7.04 -2.18
H 0.74 -6.88 -3.76
H -0.05 -6.84 -2.25
H 1.69 -4.61 -3.31
H -0.04 -4.58 -3.02
H -0.22 -5.90 -0.22
H 0.06 -4.35 0.48
H -1.41 -3.25 -1.22
H -1.88 -4.82 -1.83
H -2.20 -4.45 -0.22
H 3.23 -4.41 -1.35
H 2.66 -5.93 -0.73
H 2.01 -4.76 1.50
H 2.41 -3.27 0.62
H 3.68 -4.50 0.96
C 5.11 -0.36 2.51
C 3.99 -1.30 2.99
N 3.28 -0.81 4.12
C 4.00 -0.90 5.42
C 3.99 0.44 6.14
C 1.94 -1.32 4.17
C 1.72 -2.86 4.03
H 5.58 -0.71 1.59
H 5.93 -0.40 3.26
H 4.67 0.63 2.39
H 3.21 -1.47 2.19
H 4.35 -2.32 3.16
H 3.57 -1.69 6.06
H 5.03 -1.10 5.17
H 4.54 0.31 7.11
H 4.38 1.20 5.50
H 2.90 0.64 6.34
H 1.44 -0.85 3.36
H 1.38 -0.91 4.98
H 2.06 -3.14 3.01
H 0.61 -2.95 3.91
H 2.20 -3.42 4.84
C -0.33 5.41 4.08
C 0.20 5.77 2.67
N -0.74 6.62 1.97
C -2.12 6.06 1.80
C -2.06 4.69 1.25
C -0.20 6.94 0.63
C 1.06 7.74 0.51
H -1.08 4.57 4.10
H -0.83 6.30 4.49
H 0.52 5.14 4.66
H 1.18 6.22 2.70
H 0.36 4.77 2.14
H -2.57 6.06 2.80
H -2.72 6.77 1.25
H -3.08 4.35 1.02
H -1.50 4.70 0.33
H -1.63 3.95 1.91
H -1.04 7.35 0.05
H 0.05 5.96 0.16
H 1.18 8.58 1.15
H 1.17 8.05 -0.54
H 1.92 7.09 0.76
C -5.16 1.60 2.40
C -5.13 1.67 0.86
N -5.86 0.58 0.21
C -6.15 0.74 -1.18
C -7.18 1.86 -1.40
C -5.17 -0.76 0.39
C -6.03 -2.03 0.13
H -6.20 1.54 2.75
H -4.54 2.47 2.74
H -4.57 0.88 2.99
H -5.58 2.66 0.59
H -4.07 1.74 0.54
H -6.56 -0.15 -1.62
H -5.27 0.97 -1.83
H -6.91 2.88 -1.64
H -7.82 1.97 -0.53
H -7.89 1.69 -2.23
H -4.26 -0.81 -0.21
H -4.85 -0.78 1.42
H -5.32 -2.88 0.20
H -6.77 -2.17 0.98
H -6.54 -2.15 -0.81
C 1.03 1.27 -4.15
C 0.98 2.27 -3.00
N -0.24 3.09 -3.01
C -0.13 4.32 -2.11
C 0.81 5.40 -2.70
C -1.30 2.23 -2.58
C -2.71 2.77 -2.82
H 1.35 1.79 -5.08
H 0.14 0.67 -4.25
H 1.87 0.61 -3.91
H 1.03 1.65 -2.06
H 1.92 2.87 -3.07
H -1.13 4.75 -2.06
H 0.20 3.98 -1.13
H 0.48 5.82 -3.63
H 0.90 6.22 -1.97
H 1.86 5.05 -2.88
H -1.10 1.90 -1.52
H -1.23 1.37 -3.23
H -3.42 1.98 -2.45
H -2.92 2.89 -3.88
H -2.90 3.64 -2.16
C 5.34 3.03 -3.74
C 5.92 1.89 -2.91
N 5.78 2.15 -1.48
C 4.47 1.78 -1.00
C 3.95 2.71 0.12
C 6.78 1.58 -0.58
C 8.20 2.25 -0.84
H 5.87 3.92 -3.42
H 4.25 3.12 -3.57
H 5.44 2.80 -4.79
H 5.41 0.93 -3.12
H 7.01 1.72 -3.11
H 3.68 2.04 -1.74
H 4.45 0.69 -0.92
H 3.85 3.78 -0.22
H 2.96 2.46 0.59
H 4.66 2.64 1.00
H 7.04 0.54 -0.83
H 6.43 1.71 0.44
H 8.79 1.77 -0.08
H 8.29 3.27 -0.52
H 8.60 2.02 -1.81
C -5.39 -0.02 -4.59
C -4.45 -1.24 -4.73
N -4.04 -1.84 -3.46
C -2.90 -1.27 -2.89
C -1.63 -1.61 -3.68
C -3.97 -3.29 -3.44
C -5.33 -3.90 -3.60
H -5.54 0.49 -5.54
H -5.03 0.77 -3.95
H -6.40 -0.32 -4.35
H -4.89 -2.10 -5.32
H -3.58 -0.85 -5.30
H -3.05 -0.17 -3.02
H -2.71 -1.49 -1.85
H -1.28 -2.65 -3.55
H -1.87 -1.41 -4.74
H -0.78 -0.96 -3.38
H -3.50 -3.58 -2.48
H -3.29 -3.65 -4.21
H -5.20 -4.98 -3.58
H -5.73 -3.78 -4.60
H -6.01 -3.56 -2.81
C -0.90 -7.60 3.20
N -1.58 -6.37 2.89
C -2.89 -6.43 2.35
C -0.91 -5.21 3.13
O -1.38 -4.12 2.94
H -0.89 -8.16 2.26
H -1.40 -8.22 3.99
H 0.15 -7.32 3.49
H -3.49 -7.11 2.97
H -3.36 -5.48 2.26
H -2.94 -6.91 1.34
H 0.12 -5.46 3.51
C 2.38 -2.24 -4.45
N 2.97 -1.99 -3.13
C 4.34 -2.17 -2.90
C 2.15 -1.36 -2.24
O 2.44 -1.01 -1.13
H 1.35 -2.56 -4.38
H 2.93 -3.05 -4.94
H 2.52 -1.38 -5.12
H 4.97 -1.42 -3.42
H 4.45 -2.08 -1.83
H 4.64 -3.15 -3.21
H 1.09 -1.29 -2.66
C 0.99 2.26 4.56
N -0.10 1.70 5.35
C -1.02 0.71 4.76
C -0.49 2.31 6.50
O -1.51 2.07 7.12
H 1.64 2.89 5.24
H 0.67 2.71 3.61
H 1.65 1.43 4.20
H -1.62 1.25 4.00
H -0.57 -0.17 4.34
H -1.71 0.43 5.62
H 0.29 2.99 6.86
C 0.11 -1.53 0.78
N -0.32 -0.15 1.04
C -1.74 0.05 1.07
C 0.53 0.87 1.22
O 0.22 2.05 1.38
H -0.47 -2.28 1.43
H 1.17 -1.60 0.96
H -0.05 -1.91 -0.25
H -2.25 -0.51 1.82
H -2.04 1.04 1.21
H -2.22 -0.26 0.15
H 1.57 0.53 1.27
*
```

These are the Löwdin partial charges, in e, on atoms 1 to 99: -0.066 -0.237 -0.153 -0.246 -0.085 -0.217 -0.076 0.064 0.064 0.041 0.097 0.088 0.124 0.058 0.052 0.058 0.076 0.112 0.088 0.061 0.054 0.073 -0.062 -0.282 -0.195 -0.240 -0.086 -0.277 -0.050 0.064 0.077 0.060 0.108 0.113 0.119 0.095 0.090 0.057 0.074 0.067 0.093 0.035 0.065 0.077 -0.086 -0.260 -0.173 -0.244 -0.095 -0.278 -0.098 0.080 0.078 0.046 0.103 0.112 0.107 0.110 0.076 0.044 0.058 0.119 0.087 0.063 0.074 0.073 -0.088 -0.253 -0.172 -0.276 -0.092 -0.207 -0.072 0.076 0.073 0.057 0.124 0.096 0.092 0.086 0.056 0.069 0.073 0.074 0.090 0.068 0.090 0.035 -0.081 -0.263 -0.163 -0.205 -0.066 -0.293 -0.066 0.092 0.038 0.047 0.119